Entry 1:
Below is an isolated molecule of C6H9N, with properties calculated with the ωB97M-V functional and the def2-TZVPD basis.

The calculation puts the LUMO energy at 1.0 eV. The value obtained for the energy above the lowest of the compared OMol25 structures with the same formula, charge and spin is 84.51 kJ/mol. The structure (SMILES) is Cc1c[nH]c(C)c1. As for the strongest force on any atom: 0.51 eV/A. The value obtained for the HOMO-LUMO gap is 8.732 eV.

Cartesian coordinates (Å):
C -2.356 -0.674 -0.167
C -1.121 0.008 0.340
C -0.753 1.323 0.175
N 0.617 1.395 0.259
C 1.134 0.135 0.463
C 2.382 -0.320 -0.245
C 0.068 -0.713 0.622
H -3.100 0.038 -0.533
H -2.809 -1.349 0.564
H -2.052 -1.281 -1.032
H -1.350 2.203 -0.028
H 1.159 2.246 0.227
H 2.980 -1.049 0.312
H 1.997 -0.823 -1.143
H 3.004 0.518 -0.572
H 0.157 -1.790 0.728

Formally, the Mulliken partial charges of the atoms, in units of the elementary charge, are as follows: atom 1 (C): -1.1634, atom 2 (C): 0.6935, atom 3 (C): -0.8112, atom 4 (N): -0.0480, atom 5 (C): 0.1252, atom 6 (C): -1.1536, atom 7 (C): -0.4393, atom 8 (H): 0.3434, atom 9 (H): 0.2978, atom 10 (H): 0.2596, atom 11 (H): 0.3930, atom 12 (H): 0.1908, atom 13 (H): 0.2961, atom 14 (H): 0.2971, atom 15 (H): 0.3463, atom 16 (H): 0.3726

Entry 2:
Below is an isolated molecule of C4H4N4 in a non-equilibrium geometry, with properties calculated with the ωB97M-V functional and the def2-TZVPD basis.

The calculation puts the LUMO energy at -1.6 eV. The value obtained for the energy above the lowest of the compared OMol25 structures with the same formula, charge and spin is 511.71 kJ/mol. The structure (SMILES) is C=N/N=C1/C=NC=N1. As for the strongest force on any atom: 9.45 eV/A. The value obtained for the HOMO-LUMO gap is 8.290 eV.

Cartesian coordinates (Å):
C 2.805 -0.080 -0.080
N 1.736 -0.647 -0.041
N 0.820 0.504 0.045
C -0.361 0.216 0.236
C -1.590 1.082 0.076
N -2.670 0.268 -0.333
C -2.178 -0.959 -0.068
N -0.971 -1.240 0.273
H 3.927 -0.518 -0.125
H 3.057 0.930 -0.495
H -1.592 2.103 0.697
H -2.983 -1.661 -0.187

Formally, the Mulliken partial charges of the atoms, in units of the elementary charge, are as follows: atom 1 (C): -0.1046, atom 2 (N): -0.3491, atom 3 (N): -0.2095, atom 4 (C): 0.4669, atom 5 (C): -0.0441, atom 6 (N): -0.4524, atom 7 (C): 0.0157, atom 8 (N): -0.4826, atom 9 (H): 0.2161, atom 10 (H): 0.2608, atom 11 (H): 0.2738, atom 12 (H): 0.4090

Entry 3:
Below is a structure of composition C22H20Br5N6NiO4, with properties calculated with the ωB97M-V functional and the def2-TZVPD basis.

The calculation puts the LUMO energy (spin up / spin down) at 2.2 / 2.2 eV. The spin multiplicity is 3. The charge is -1. As for the strongest force on any atom: 0.71 eV/A. The expectation value of S² is 2.004. The value obtained for the HOMO-LUMO gap (spin up / spin down) is 6.108 / 6.060 eV.

Cartesian coordinates (Å):
Ni 0.070 -0.098 -0.159
Br 2.724 0.479 6.187
C 2.541 0.354 4.305
C 3.650 0.362 3.479
Br 5.396 0.494 4.205
C 3.469 0.290 2.086
Br 4.938 0.336 0.885
C 2.213 0.192 1.492
O 2.023 0.152 0.202
C 1.065 0.215 2.351
O -0.119 0.227 1.794
C 1.263 0.278 3.723
Br -0.318 0.314 4.779
C -3.958 2.860 2.265
C -5.182 2.171 1.664
C -5.572 2.803 0.331
C -4.966 0.660 1.555
N -3.891 0.308 0.640
C -2.605 0.093 0.898
N -2.009 -0.135 -0.242
N -2.945 -0.062 -1.210
N -4.088 0.205 -0.689
H -4.173 3.913 2.456
H -3.103 2.813 1.585
H -3.661 2.401 3.211
H -6.022 2.287 2.355
H -4.741 2.777 -0.375
H -5.854 3.846 0.482
H -6.414 2.283 -0.130
H -5.869 0.163 1.205
H -4.698 0.255 2.530
H -2.112 0.105 1.864
C 1.371 5.153 0.304
N 0.560 4.039 -0.154
C -0.667 4.107 -0.777
C -1.026 2.817 -1.030
N -0.040 1.975 -0.575
C 0.897 2.737 -0.061
H 0.888 6.083 0.017
H 2.359 5.114 -0.151
H 1.480 5.129 1.387
H -1.160 5.044 -0.970
H -1.912 2.449 -1.521
H 1.815 2.382 0.380
Br -2.726 -6.216 -2.301
C -1.236 -5.910 -1.146
C -0.567 -7.003 -0.622
C 0.508 -6.774 0.228
C 0.890 -5.478 0.544
C 0.212 -4.394 0.003
C -0.864 -4.610 -0.854
C 0.641 -2.975 0.382
O 1.420 -2.843 1.312
O 0.097 -2.064 -0.336
H -0.883 -8.006 -0.874
H 1.040 -7.619 0.648
H 1.714 -5.273 1.215
H -1.378 -3.757 -1.272

Formally, the Mulliken partial charges of the atoms, in units of the elementary charge, are as follows: atom 1 (Ni): 0.1883, atom 2 (Br): -0.2208, atom 3 (C): 0.2417, atom 4 (C): 0.1244, atom 5 (Br): -0.2182, atom 6 (C): -0.2111, atom 7 (Br): -0.1654, atom 8 (C): 0.8274, atom 9 (O): -0.9680, atom 10 (C): -0.2164, atom 11 (O): -0.0248, atom 12 (C): 0.0116, atom 13 (Br): -0.2196, atom 14 (C): -1.2640, atom 15 (C): 0.8711, atom 16 (C): -1.4158, atom 17 (C): -1.3579, atom 18 (N): 0.8185, atom 19 (C): -0.4352, atom 20 (N): 0.6130, atom 21 (N): -0.7974, atom 22 (N): -0.4466, atom 23 (H): 0.4244, atom 24 (H): 0.1283, atom 25 (H): 0.3816, atom 26 (H): 0.2929, atom 27 (H): 0.1887, atom 28 (H): 0.4541, atom 29 (H): 0.3572, atom 30 (H): 0.4002, atom 31 (H): 0.4193, atom 32 (H): 0.7991, atom 33 (C): -0.8691, atom 34 (N): 0.1977, atom 35 (C): -0.2904, atom 36 (C): -0.8766, atom 37 (N): 0.1881, atom 38 (C): -0.4095, atom 39 (H): 0.3125, atom 40 (H): 0.3272, atom 41 (H): 0.3212, atom 42 (H): 0.4358, atom 43 (H): 0.5309, atom 44 (H): 0.5562, atom 45 (Br): -0.2450, atom 46 (C): 0.0094, atom 47 (C): -0.4070, atom 48 (C): -0.4554, atom 49 (C): -0.4830, atom 50 (C): 0.2860, atom 51 (C): -0.3788, atom 52 (C): 0.4280, atom 53 (O): -0.6517, atom 54 (O): -0.8079, atom 55 (H): 0.3766, atom 56 (H): 0.3699, atom 57 (H): 0.4563, atom 58 (H): 0.4976

Entry 4:
Below is a structure of composition C14H22GeIN4O3PdS3 in a non-equilibrium geometry, with properties calculated with the ωB97M-V functional and the def2-TZVPD basis.

The calculation puts the LUMO energy (spin up / spin down) at -5.3 / -5.3 eV. The value obtained for the energy above the lowest of the compared OMol25 structures with the same formula, charge and spin is 442.23 kJ/mol. The charge is +1. As for the strongest force on any atom: 3.20 eV/A. The value obtained for the HOMO-LUMO gap (spin up / spin down) is 5.469 / 5.470 eV.

Cartesian coordinates (Å):
Pd 0.088 -0.518 -0.126
N 4.016 -2.872 -0.841
C 2.993 -2.273 -0.225
N 3.233 -1.557 0.855
S 1.424 -2.503 -0.888
H 4.957 -2.825 -0.487
H 3.841 -3.408 -1.675
H 4.169 -1.403 1.192
H 2.452 -1.125 1.346
N 0.309 -3.569 2.423
C 0.402 -2.324 2.912
O 0.878 -1.398 2.261
C -0.080 -2.095 4.320
I -2.196 -1.840 4.315
H 0.580 -3.728 1.462
H -0.163 -4.297 2.932
H 0.339 -1.170 4.697
H 0.128 -2.929 4.984
C -4.235 -1.442 -1.451
Ge -2.368 -0.975 -1.548
C -1.540 -1.680 -3.141
C -2.244 0.976 -1.545
C -1.414 -1.619 0.081
H -4.744 -1.028 -2.322
H -4.683 -1.024 -0.549
H -4.364 -2.524 -1.447
H -1.972 -1.170 -4.004
H -1.724 -2.750 -3.240
H -0.464 -1.507 -3.132
H -3.157 1.311 -2.041
H -1.379 1.309 -2.119
H -2.206 1.408 -0.546
H -1.860 -1.782 1.064
O 1.394 2.112 2.719
S 0.710 1.884 1.493
O -0.593 1.213 1.506
N 1.603 0.959 0.412
C 1.533 1.540 -0.815
S 1.754 0.630 -2.197
C 1.068 2.955 -0.787
C 1.022 3.873 -1.818
C 0.514 5.137 -1.543
C 0.049 5.464 -0.269
C 0.086 4.540 0.769
C 0.612 3.299 0.472
H 1.385 3.608 -2.803
H 0.474 5.880 -2.328
H -0.353 6.451 -0.085
H -0.275 4.787 1.758

Formally, the Mulliken partial charges of the atoms, in units of the elementary charge, are as follows: atom 1 (Pd): 0.7967, atom 2 (N): -0.4249, atom 3 (C): 0.8415, atom 4 (N): -0.1627, atom 5 (S): -0.4392, atom 6 (H): 0.1933, atom 7 (H): 0.2134, atom 8 (H): 0.2197, atom 9 (H): 0.1686, atom 10 (N): -0.2381, atom 11 (C): 0.4515, atom 12 (O): -0.4892, atom 13 (C): -1.2487, atom 14 (I): 0.0864, atom 15 (H): 0.1868, atom 16 (H): 0.2244, atom 17 (H): 0.4194, atom 18 (H): 0.5282, atom 19 (C): -1.1377, atom 20 (Ge): 0.5566, atom 21 (C): -1.1021, atom 22 (C): -1.1700, atom 23 (C): -0.4073, atom 24 (H): 0.3553, atom 25 (H): 0.3790, atom 26 (H): 0.3662, atom 27 (H): 0.3761, atom 28 (H): 0.3609, atom 29 (H): 0.3042, atom 30 (H): 0.4708, atom 31 (H): 0.3645, atom 32 (H): 0.3569, atom 33 (H): 0.1113, atom 34 (O): -0.6743, atom 35 (S): 1.1850, atom 36 (O): -0.5633, atom 37 (N): -0.7201, atom 38 (C): 0.7297, atom 39 (S): -0.2192, atom 40 (C): 0.2313, atom 41 (C): -0.6729, atom 42 (C): -0.5530, atom 43 (C): -0.5219, atom 44 (C): -0.8168, atom 45 (C): 0.3306, atom 46 (H): 0.4576, atom 47 (H): 0.4077, atom 48 (H): 0.4127, atom 49 (H): 0.4752